52
Properties=species:S:1:pos:R:3:forces:R:3 method="wB97M-V/def2-TZVPD" smiles="CCC(=O)N1CCc2cc(Br)cc(S(=O)(=O)NC[C@@H]3CCCN3CC)c21" orbital_gap_ev=9.01 relative_energy_kcal_mol=0.9 e_lumo_ha=0.022 homo_energy_ev=-8.41
C -2.148622 3.019268 1.120980 0.01 0.00 -0.08
H -1.221620 2.652131 1.554640 0.03 0.08 0.08
H -2.965127 2.752084 1.786124 -0.05 -0.01 0.12
H -2.104718 4.103023 1.048084 -0.03 0.08 0.04
C -2.340004 2.407721 -0.267690 0.16 0.05 0.01
C -2.009890 0.934606 -0.239602 -0.42 0.26 -0.51
O -1.091995 0.460243 -0.877480 0.10 0.08 -0.16
N -2.795852 0.147963 0.560386 0.01 0.06 0.07
C -2.484582 -1.175255 0.857998 -0.07 -0.50 0.03
C -1.247363 -1.742412 1.097737 0.28 0.44 0.14
C -1.180026 -3.100159 1.371341 -0.05 -0.21 0.01
C -2.334677 -3.858063 1.414922 0.04 -0.04 0.01
C -3.593843 -3.284154 1.252283 0.21 0.03 0.03
C -3.654290 -1.937267 0.987854 0.38 0.18 0.00
C -4.842343 -1.038491 0.803793 -0.02 0.02 -0.16
H -5.308315 -1.220976 -0.167888 -0.03 0.04 0.01
H -5.596981 -1.182988 1.575083 -0.01 0.04 -0.02
C -4.205539 0.362750 0.871625 -0.40 0.35 0.20
H -4.298064 0.770960 1.883818 -0.05 0.00 -0.08
H -4.659263 1.058569 0.167279 0.04 -0.02 0.09
H -4.487317 -3.882207 1.344581 -0.06 -0.06 0.01
Br -2.216172 -5.715536 1.765082 0.02 0.00 0.01
H -0.213123 -3.528161 1.581279 0.03 -0.17 0.04
S 0.263997 -0.798350 1.349922 -0.48 -0.37 -0.10
O -0.123168 0.552274 1.667181 0.08 -0.24 -0.15
O 1.005825 -1.503072 2.357186 0.21 -0.22 -0.13
N 1.054278 -1.001467 -0.077619 -0.38 0.32 0.62
H 0.748134 -0.360874 -0.797266 -0.29 0.09 -0.12
C 2.478962 -1.231655 -0.080822 0.74 -0.14 0.20
H 2.729001 -1.669071 0.887444 0.20 -0.08 -0.16
H 2.695076 -1.958746 -0.867947 0.01 0.04 0.10
C 3.296937 0.053152 -0.307630 -0.10 -0.47 0.22
N 2.907713 0.674449 -1.574701 -0.05 0.10 0.09
C 3.814876 0.469676 -2.683649 -0.05 -0.20 -0.19
C 3.850490 -0.975534 -3.164473 0.07 0.31 0.04
H 2.839119 -1.330851 -3.341012 -0.11 -0.09 -0.04
H 4.411909 -1.036611 -4.094060 0.07 -0.08 -0.07
H 4.330310 -1.621736 -2.434098 0.04 -0.13 0.05
H 4.842307 0.797161 -2.431660 -0.12 0.05 -0.01
H 3.457687 1.101397 -3.502144 0.10 0.01 0.03
C 2.626440 2.082243 -1.337228 -0.06 0.28 0.03
C 2.140504 2.138193 0.102779 0.07 0.02 -0.14
H 2.247654 3.130155 0.538369 -0.05 0.04 0.01
H 1.096227 1.838403 0.166996 -0.01 0.09 -0.04
C 3.023886 1.097236 0.789171 0.00 0.04 -0.13
H 2.528768 0.653017 1.651434 0.15 0.05 0.11
H 3.960036 1.550107 1.120021 -0.02 -0.03 0.03
H 1.878633 2.430953 -2.053987 0.06 0.09 0.01
H 3.535038 2.699350 -1.455836 -0.04 -0.03 -0.02
H 4.361668 -0.229721 -0.316396 -0.07 0.02 -0.02
H -1.646349 2.867808 -0.972951 -0.10 -0.13 -0.03
H -3.356231 2.578465 -0.629251 0.02 -0.01 -0.05



52
Properties=species:S:1:pos:R:3:forces:R:3 method="wB97M-V/def2-TZVPD" smiles="CCC(=O)N1CCc2cc(Br)cc(S(=O)(=O)NC[C@@H]3CCCN3CC)c21" orbital_gap_ev=8.85 relative_energy_kcal_mol=1.5 e_lumo_ha=0.019 homo_energy_ev=-8.33
C 1.703655 -0.187531 4.406569 -0.07 0.02 -0.01
H 2.276135 -1.104142 4.294647 0.12 -0.07 0.00
H 1.698887 0.088154 5.458072 0.04 -0.02 0.08
H 2.195130 0.594328 3.832633 0.08 0.03 0.08
C 0.269213 -0.361646 3.905182 0.05 0.17 0.04
C 0.237921 -0.346227 2.396551 -0.53 -0.29 0.36
O -0.341805 0.520470 1.769830 -0.08 0.11 0.08
N 0.889981 -1.361917 1.756712 0.05 -0.01 0.07
C 1.172601 -1.367983 0.394007 -0.05 -0.21 -0.49
C 1.517847 -0.314370 -0.431715 0.20 0.52 0.33
C 1.805201 -0.579750 -1.761861 0.01 -0.15 -0.26
C 1.737080 -1.871269 -2.246950 0.02 0.00 -0.02
C 1.456681 -2.950823 -1.412998 0.07 0.22 -0.04
C 1.193554 -2.684267 -0.091086 0.01 0.39 0.09
C 0.926711 -3.627268 1.045641 -0.16 0.01 0.03
H -0.090571 -4.022206 0.980582 0.00 -0.02 0.05
H 1.617856 -4.468229 1.060184 -0.02 0.00 0.05
C 1.099768 -2.711815 2.270793 0.18 -0.35 0.43
H 2.117052 -2.799704 2.667056 -0.08 -0.04 0.01
H 0.389823 -2.941848 3.064070 0.09 0.02 -0.04
H 1.465206 -3.960093 -1.794615 0.00 -0.08 -0.05
Br 2.080815 -2.193835 -4.081168 0.00 0.02 0.00
H 2.127884 0.235773 -2.387794 0.04 0.01 -0.15
S 1.987120 1.322458 0.174611 0.26 0.14 0.15
O 2.371342 1.165918 1.548723 -0.27 -0.07 -0.08
O 2.986104 1.777906 -0.748792 -0.22 0.07 -0.28
N 0.737744 2.382338 0.103872 0.52 -0.61 0.20
H -0.015076 2.066963 0.700019 -0.03 -0.09 0.25
C 0.339320 2.875898 -1.194837 -0.12 0.32 -0.71
H 0.403031 3.971117 -1.181573 0.06 -0.09 -0.12
H 1.072277 2.510683 -1.916120 -0.12 0.17 -0.14
C -1.085378 2.482636 -1.611295 0.36 0.19 0.11
N -1.312881 1.036923 -1.519653 -0.05 0.16 -0.04
C -1.379094 0.395739 -2.820900 0.04 -0.19 -0.02
C -1.531021 -1.119476 -2.718266 -0.03 0.25 -0.07
H -0.940998 -1.492717 -1.885963 0.08 -0.09 0.07
H -2.567398 -1.410372 -2.565133 -0.08 -0.05 0.03
H -1.187184 -1.587665 -3.637263 0.03 -0.11 -0.07
H -0.436121 0.623215 -3.327222 -0.06 0.01 -0.08
H -2.196964 0.801766 -3.444373 0.09 0.04 -0.01
C -2.473326 0.827312 -0.653670 -0.17 -0.02 0.26
C -3.270416 2.131552 -0.680467 0.13 -0.09 -0.03
H -3.878113 2.187892 -1.586192 -0.04 0.02 -0.01
H -3.919991 2.245110 0.184745 -0.09 0.01 0.02
C -2.147026 3.158779 -0.725731 -0.08 -0.18 -0.20
H -1.749790 3.317873 0.276889 -0.02 0.10 0.11
H -2.456791 4.118796 -1.135084 0.07 0.07 0.07
H -2.105683 0.637714 0.359377 -0.20 -0.07 -0.04
H -3.060336 -0.030111 -0.976160 0.02 -0.06 0.03
H -1.217547 2.816555 -2.652254 0.01 -0.02 0.10
H -0.340644 0.480079 4.236311 -0.04 -0.13 -0.11
H -0.171783 -1.278688 4.302056 -0.04 0.02 -0.03



59
Properties=species:S:1:pos:R:3:forces:R:3 method="wB97M-V/def2-TZVPD" orbital_gap_ev=5.81 relative_energy_kcal_mol=0.0 e_lumo_ha=-0.033 homo_energy_ev=-6.72
C 0.038728 -1.832383 3.518283 1.23 0.64 1.65
C 0.145845 -0.257732 3.899767 -0.67 0.53 -2.26
Cl 0.581274 0.107111 5.619939 -0.54 -0.52 -2.26
C -0.087947 0.763120 2.949604 0.26 -1.49 2.28
Cl -0.577142 0.178011 1.262629 0.53 1.06 2.27
C 0.024774 2.364485 3.235794 -0.52 -1.91 -3.38
C -0.458831 3.013733 1.811505 -4.48 2.81 -5.54
O 0.360758 3.346490 0.886093 -0.54 -1.64 3.84
O -1.817865 3.178815 1.510958 5.61 -1.78 3.39
N 1.396353 2.700102 3.637000 -1.16 1.92 1.47
Cl 2.636738 2.023252 2.681269 -0.06 0.02 -0.12
C 1.628396 4.059645 4.104003 1.56 0.22 3.56
I 1.322958 5.900610 2.921387 0.09 -1.42 0.33
C 2.138585 4.314204 5.427492 -1.23 1.01 -2.65
C 2.397552 5.834631 5.943089 1.09 -1.13 0.06
I 2.646799 2.768103 6.868390 -0.32 1.08 -1.16
S -1.287465 2.948149 4.476964 1.30 6.96 4.69
O -1.720075 4.384057 4.206749 0.70 -4.73 -0.53
O -0.743250 2.980019 5.904900 -1.31 -1.87 -3.83
C -2.778916 1.818522 4.538823 -4.05 -2.44 -0.27
F -3.919635 2.567366 4.990463 3.35 -1.76 -1.06
F -2.626712 0.735248 5.455336 -0.07 2.77 -2.22
F -3.154564 1.251006 3.301992 1.14 1.34 3.03
H -1.005602 -2.234330 3.739116 1.35 0.67 -0.60
H 0.758958 -2.356283 4.260177 -1.25 0.78 -1.17
H 0.438061 -2.064138 2.476833 -0.92 0.56 1.36
H 1.466905 6.490622 5.849392 1.40 -1.04 0.01
H 2.805969 5.849489 7.026263 -0.96 -0.27 -1.75
H 3.279016 6.211552 5.293795 -1.67 -0.28 0.91
C 0.762290 -1.796001 -0.932347 0.12 -0.14 -0.09
C 0.472094 -0.718352 -1.967054 0.04 0.04 0.24
C -0.914208 -0.827159 -2.596253 0.24 0.26 -0.16
C -1.215759 -2.032092 -3.488826 -0.20 0.43 0.16
N -0.398196 -2.147546 -4.784948 -0.04 -0.24 -0.54
C 0.882867 -2.962164 -4.569769 -0.16 0.06 0.21
C 0.454912 -4.397221 -4.786442 0.11 -0.18 0.22
C -0.452147 -4.299434 -5.992022 -0.06 -0.28 -0.51
C -1.202683 -2.987686 -5.821202 0.05 0.12 0.12
C -0.080906 -0.802329 -5.396882 -0.11 -0.31 0.31
H 0.717595 -2.801797 -1.360578 0.02 -0.09 0.01
H 1.764502 -1.652003 -0.520420 -0.13 -0.07 0.04
H 0.049886 -1.743053 -0.106423 0.14 -0.13 -0.18
H 1.257237 -0.716655 -2.728464 0.03 0.05 -0.05
H 0.536107 0.254027 -1.467194 -0.03 -0.06 -0.12
H -1.125935 0.093264 -3.149633 -0.07 -0.09 0.03
H -1.651686 -0.842671 -1.784879 -0.01 -0.13 -0.15
H -2.261688 -1.941484 -3.793159 0.18 -0.08 -0.10
H -1.112975 -2.972844 -2.943645 0.14 0.01 -0.21
H 1.608358 -2.652554 -5.327025 -0.15 0.06 0.08
H 1.284839 -2.775429 -3.576134 -0.09 0.21 -0.07
H -0.094589 -4.778311 -3.920642 0.10 0.05 -0.02
H 1.303117 -5.062086 -4.959534 -0.03 0.14 0.09
H -1.131752 -5.150058 -6.069875 0.02 0.14 -0.02
H 0.140490 -4.271352 -6.912542 -0.05 -0.02 0.14
H -2.215112 -3.141938 -5.446383 0.20 0.17 0.07
H -1.253933 -2.434112 -6.760908 -0.04 0.09 0.28
H 0.600187 -0.261371 -4.743144 -0.16 0.01 0.00
H -1.017030 -0.257931 -5.530648 0.17 0.00 0.03
H 0.404454 -0.965134 -6.361030 -0.13 -0.08 0.13



63
Properties=species:S:1:pos:R:3:forces:R:3 method="wB97M-V/def2-TZVPD" charge=+2 multiplicity=2 orbital_gap_ev="7.17 / 7.65" relative_energy_kcal_mol=0.0 e_lumo_ha="-0.277 / -0.259" homo_energy_ev="-14.70 / -14.70"
Cr 0.716122 -0.318811 -0.234173 0.03 0.60 0.34
O -1.921340 5.016981 -1.771565 -0.15 -0.06 -0.06
C -0.813223 5.408470 -1.165878 0.18 0.03 0.10
O -0.424222 6.539096 -1.201929 -0.02 -0.04 -0.01
C -0.014381 4.379322 -0.406819 0.08 -0.06 0.10
C 1.058324 4.706147 0.415379 -0.10 -0.07 -0.04
Cl 1.711414 6.192185 0.850885 0.02 0.02 0.01
N 1.571705 3.556160 0.912535 0.09 0.14 0.02
N 0.911038 2.478607 0.459563 0.03 -0.08 -0.01
C -0.044757 2.972646 -0.324405 -0.05 0.00 -0.07
C -0.968132 2.004059 -0.948174 -0.17 0.31 -0.18
O -1.998817 2.288561 -1.492416 0.08 -0.06 0.01
O -0.556120 0.736199 -0.855882 -0.28 -0.61 0.06
C 2.635889 3.444813 1.869825 0.01 -0.01 0.00
C 3.951047 3.510729 1.439840 0.00 -0.01 -0.04
C 4.969255 3.398825 2.376312 0.01 -0.01 0.02
C 4.663350 3.226299 3.720514 -0.01 0.00 -0.01
C 3.338851 3.180351 4.138806 0.02 0.00 0.02
C 2.314938 3.298982 3.210401 -0.06 0.00 0.00
H -2.114794 4.068196 -1.654610 0.02 -0.01 -0.01
H 4.170849 3.669933 0.391724 0.00 0.00 0.01
H 6.001308 3.465766 2.058490 0.00 0.00 0.00
H 5.460031 3.154055 4.448897 0.00 0.00 0.00
H 3.105424 3.080004 5.190363 -0.01 0.00 -0.01
H 1.276121 3.303090 3.518648 0.01 0.00 0.01
N -0.393382 -0.479233 1.565645 -0.08 0.01 -0.09
N -0.451159 -1.826476 1.973937 -0.01 0.07 0.03
C -0.166701 -2.755205 1.032209 0.12 -0.09 -0.14
N -0.423934 -4.015567 1.284888 -0.01 0.02 -0.01
N 0.384443 -2.235899 -0.095924 -0.17 -0.16 0.04
N 0.774779 -3.097323 -1.162385 -0.04 -0.05 -0.09
O 1.008159 -2.517468 -2.186125 0.01 0.00 0.07
O 0.861905 -4.285888 -0.964819 -0.04 0.07 0.07
H -0.024395 0.101605 2.314909 0.07 -0.07 0.05
H -1.331021 -0.145383 1.336936 0.01 0.07 0.01
H -1.036600 -2.064262 2.763479 -0.03 0.00 -0.02
H -0.882566 -4.294554 2.139263 0.01 -0.01 0.00
H -0.127609 -4.724024 0.626791 0.01 -0.01 -0.03
C 5.706918 -2.386832 -1.613863 -0.01 0.00 -0.01
C 4.325824 -1.819945 -1.418622 0.07 0.00 -0.05
O 4.456927 -0.381960 -1.159986 -0.15 0.08 0.16
P 3.339462 0.632518 -0.738201 0.20 -0.22 -0.34
O 2.015286 0.121644 -1.666635 0.20 0.14 -0.02
C 1.842418 0.411380 -3.111882 0.04 0.03 0.02
C 2.750253 1.522569 -3.573293 -0.02 0.01 0.01
O 2.481131 -0.237178 0.530511 -0.01 0.14 0.03
C 2.892984 -0.050708 1.934837 0.09 -0.07 0.06
C 4.360359 -0.347831 2.119213 -0.01 0.00 0.00
H 5.635540 -3.464357 -1.762970 -0.01 0.01 -0.01
H 6.330857 -2.200384 -0.740930 0.00 -0.01 0.00
H 6.184195 -1.951467 -2.489966 0.01 0.01 0.02
H 3.821337 -2.265070 -0.558799 -0.01 0.01 0.00
H 3.704338 -1.937039 -2.305965 -0.01 -0.02 0.01
H 0.792410 0.671142 -3.219114 -0.01 -0.03 -0.01
H 2.033990 -0.529501 -3.621931 0.02 -0.01 0.01
H 2.524660 2.465088 -3.072165 0.02 -0.01 0.01
H 2.591012 1.671128 -4.641425 -0.01 0.00 0.00
H 3.805172 1.275462 -3.438934 0.00 0.01 -0.01
H 2.276976 -0.753221 2.496721 0.00 -0.02 -0.01
H 2.645362 0.971520 2.213005 -0.01 -0.01 -0.01
H 4.612556 -1.358017 1.796656 0.00 0.01 0.00
H 4.595922 -0.258736 3.180028 -0.01 0.00 0.00
H 4.984413 0.373010 1.590479 0.01 -0.02 -0.01